ORCA calculation (ωB97M-V/def2-TZVPD) on a molecular structure, C3H4O3Pt in a non-equilibrium geometry.

As for the HOMO-LUMO gap (spin up / spin down): 5.17 / 8.18 eV. The calculation puts the energy relative to the best compared isomer or geometry (same formula, charge and spin) at 0.000 eV. As for the calculated total energy: -12561.19486 eV. Its net charge is -1. The spin multiplicity is 4.

```
11
C3H4O3Pt ωB97M-V/def2-TZVPD
O -0.04 -0.85 -0.60
C 0.63 -0.93 0.57
C 0.11 0.87 -1.51
O 1.79 -1.37 0.60
O 0.04 -0.33 1.55
C -0.75 1.82 -0.89
H 1.18 0.95 -1.29
H -0.21 0.50 -2.50
H -0.29 2.52 -0.18
H -1.59 2.20 -1.50
Pt -1.47 0.14 0.45
```

ORCA calculation (ωB97M-V/def2-TZVPD) on a single C21H30N4O4S molecule.

As for the structure (SMILES): CCN1CCN([C@H](CNS(=O)(=O)c2ccc(OC)c(OC)c2)c2cccnc2)CC1. As for the HOMO-LUMO gap: 9.13 eV. The calculation puts the energy relative to the best compared isomer or geometry (same formula, charge and spin) at 4.690 eV. As for the calculated total energy: -47247.97565 eV. Its net charge is 0. The spin multiplicity is 1.

```
60
C21H30N4O4S ωB97M-V/def2-TZVPD
C -1.15 6.51 -3.46
C -1.14 5.15 -4.15
N -0.45 4.14 -3.37
C -0.13 2.97 -4.15
C 0.69 1.99 -3.32
N -0.08 1.58 -2.15
C 0.52 0.46 -1.44
C -0.49 -0.18 -0.48
N -0.03 -1.43 0.08
S 0.84 -1.37 1.52
O 2.25 -1.51 1.28
O 0.37 -0.23 2.25
C 0.24 -2.85 2.30
C 1.02 -3.97 2.37
C 0.50 -5.12 2.97
C -0.78 -5.12 3.49
O -1.38 -6.18 4.09
C -0.64 -7.37 4.24
C -1.58 -3.95 3.40
O -2.82 -4.05 3.93
C -3.65 -2.91 3.89
C -1.06 -2.82 2.80
C 1.84 0.76 -0.76
C 1.94 1.48 0.43
C 3.19 1.71 0.98
C 4.30 1.22 0.31
N 4.23 0.55 -0.83
C 3.03 0.33 -1.33
C -0.36 2.76 -1.36
C -1.20 3.73 -2.19
H -1.82 6.52 -2.60
H -0.15 6.75 -3.12
H -1.48 7.27 -4.16
H -2.18 4.84 -4.39
H -0.60 5.25 -5.10
H 0.45 3.27 -5.03
H -1.05 2.45 -4.50
H 0.91 1.10 -3.92
H 1.64 2.47 -3.04
H 0.72 -0.30 -2.22
H -1.43 -0.36 -1.03
H -0.70 0.46 0.37
H 0.47 -2.01 -0.58
H 2.02 -3.95 1.98
H 1.12 -6.00 3.03
H -1.31 -8.06 4.76
H 0.26 -7.21 4.84
H -0.36 -7.80 3.27
H -4.58 -3.21 4.38
H -3.86 -2.61 2.86
H -3.21 -2.07 4.43
H -1.61 -1.90 2.72
H 1.06 1.83 0.94
H 3.29 2.25 1.90
H 5.30 1.37 0.70
H 3.02 -0.23 -2.26
H -0.93 2.48 -0.47
H 0.56 3.28 -1.05
H -1.42 4.61 -1.59
H -2.15 3.24 -2.47
```